[1]
This record from the OMol25 dataset describes C33H27FOP as an isolated structure at a distorted geometry. The level of theory is ωB97M-V/def2-TZVPD.

As for the calculated total energy: -48704.5532 eV. The calculation puts the lowest unoccupied orbital energy at -3.5530 eV. The HOMO-LUMO gap comes out at 7.91 eV. Its charge is +1.

Positions of all 63 atoms, in Å:
F: -5.48 -0.93 0.52
C: -4.34 -0.13 0.50
C: -4.20 0.91 1.45
C: -3.03 1.74 1.44
C: -2.13 1.56 0.40
C: -2.35 0.60 -0.63
C: -1.41 0.55 -1.76
C: -1.92 -0.09 -3.02
C: -1.13 -1.00 -3.73
C: -1.53 -1.52 -4.96
C: -2.78 -1.16 -5.47
C: -3.54 -0.18 -4.84
C: -3.14 0.32 -3.59
C: -3.37 -0.37 -0.49
H: -4.95 1.05 2.23
H: -2.81 2.55 2.17
H: -1.30 2.28 0.34
H: -0.99 1.54 -1.91
H: -0.18 -1.32 -3.30
H: -0.85 -2.21 -5.47
H: -3.15 -1.60 -6.39
H: -4.49 0.19 -5.29
H: -3.81 1.03 -3.07
H: -3.53 -1.23 -1.16
C: 5.62 -1.79 0.42
C: 5.35 -0.52 0.97
C: 4.03 -0.04 1.06
C: 2.94 -0.80 0.57
P: 1.21 -0.14 0.49
C: 0.35 -1.19 1.67
C: -0.98 -1.58 1.41
C: -1.69 -2.31 2.36
C: -1.08 -2.69 3.57
C: 0.26 -2.33 3.82
C: 0.96 -1.59 2.87
C: 1.34 1.56 1.15
C: 1.69 2.62 0.29
C: 1.81 3.93 0.78
C: 1.56 4.19 2.13
C: 1.23 3.13 3.00
C: 1.13 1.82 2.52
C: 0.31 0.04 -1.10
C: 1.23 0.71 -2.09
O: 0.84 1.19 -3.16
C: 3.21 -2.13 0.14
C: 4.53 -2.60 0.04
H: 6.65 -2.14 0.29
H: 6.19 0.10 1.32
H: 3.86 0.95 1.47
H: -1.44 -1.31 0.47
H: -2.74 -2.59 2.14
H: -1.65 -3.23 4.31
H: 0.75 -2.63 4.75
H: 1.99 -1.36 3.07
H: 1.86 2.45 -0.77
H: 2.10 4.72 0.07
H: 1.64 5.22 2.50
H: 1.06 3.33 4.06
H: 0.88 1.02 3.19
H: -0.03 -0.94 -1.36
H: 2.33 0.73 -1.86
H: 2.37 -2.76 -0.16
H: 4.70 -3.61 -0.36

[2]
This record from the OMol25 dataset describes C33H27N7OOsS5 as an isolated structure. The level of theory is ωB97M-V/def2-TZVPD.

As for the calculated total energy: -103767.0590 eV. The calculation puts the lowest unoccupied orbital energy at -7.0206 eV. The HOMO-LUMO gap comes out at 5.00 eV. Its charge is +2.

Positions of all 74 atoms, in Å:
Os: 0.11 -0.43 -0.15
C: -3.82 1.19 -0.87
C: -2.42 0.68 -0.92
N: -1.77 0.13 0.06
N: -2.30 0.25 1.39
C: -1.79 -0.75 2.23
N: -2.43 -0.82 3.40
S: -0.48 -1.70 1.88
C: -1.59 0.81 -2.11
C: -2.06 1.31 -3.32
C: -1.18 1.49 -4.37
C: 0.15 1.16 -4.18
C: 0.57 0.67 -2.96
N: -0.27 0.47 -1.93
H: -4.31 0.92 0.06
H: -4.40 0.76 -1.69
H: -3.86 2.28 -1.00
H: -3.35 -0.43 3.53
H: -2.09 -1.47 4.09
H: -3.10 1.56 -3.43
H: -1.53 1.87 -5.32
H: 0.88 1.30 -4.96
H: 1.60 0.42 -2.77
N: 3.71 -2.35 -1.43
C: 4.87 -1.71 -0.92
C: 6.07 -2.38 -0.89
C: 7.20 -1.76 -0.38
C: 7.11 -0.47 0.14
C: 5.88 0.19 0.14
C: 4.77 -0.41 -0.42
S: 3.26 0.50 -0.55
N: 2.14 -0.81 -0.57
C: 2.46 -1.97 -1.08
C: 1.30 -2.88 -1.33
C: 1.41 -4.17 -1.79
C: 0.25 -4.89 -2.06
C: -0.97 -4.28 -1.86
C: -1.01 -2.99 -1.37
N: 0.10 -2.29 -1.09
H: 3.85 -3.25 -1.87
H: 6.14 -3.39 -1.28
H: 8.14 -2.28 -0.37
H: 7.98 0.01 0.56
H: 5.81 1.19 0.55
H: 2.37 -4.64 -1.94
H: 0.31 -5.91 -2.42
H: -1.90 -4.80 -2.06
H: -1.94 -2.48 -1.17
O: 0.41 1.42 0.81
C: 0.45 1.80 2.12
C: -0.98 2.02 2.68
C: -2.23 1.64 1.90
C: -3.42 2.06 2.72
C: -3.10 2.70 3.84
S: -1.34 2.86 4.03
C: 1.17 0.88 3.09
C: 0.83 0.45 4.34
C: 1.81 -0.38 4.94
C: 2.89 -0.55 4.12
S: 2.72 0.29 2.64
C: 1.06 3.19 2.18
C: 1.70 3.81 3.21
C: 1.99 5.17 2.91
C: 1.54 5.53 1.67
S: 0.80 4.24 0.85
H: -2.17 2.29 1.01
H: -4.42 1.94 2.36
H: -3.75 3.16 4.56
H: -0.09 0.70 4.85
H: 1.73 -0.81 5.92
H: 3.78 -1.12 4.31
H: 1.98 3.32 4.13
H: 2.53 5.83 3.57
H: 1.66 6.48 1.19